DFT (ωB97M-V with the def2-TZVPD basis set) results for a gas-phase ion, C5H9N2O (charge +1).

Geometry (Å):
C -0.57 0.35 0.96
C -3.04 1.27 1.25
C -1.92 0.62 1.06
C 1.34 -0.93 -1.87
C 0.15 -0.32 -1.33
N 0.31 0.45 2.06
N 2.36 -1.28 -0.88
O 0.13 -0.27 -0.09
H -4.05 0.81 1.53
H -3.05 2.26 0.83
H 1.60 -0.01 -2.43
H 1.04 -1.66 -2.65
H -0.55 0.12 -2.01
H 1.22 0.72 1.76
H 1.82 -1.34 -0.05
H 3.11 -1.83 -1.10
H 0.09 1.03 2.96

As for the energy above the lowest of the compared OMol25 structures with the same formula, charge and spin: 131.13 kcal per mole. The spin multiplicity is 1. The value obtained for the energy is -10346.934 eV. As for the charge: +1. The value obtained for the orbital gap is 0.26436 Eh.